1.
Here is a 17-piece molecular cluster, C34H102O34 overall from the Open Molecules 2025 dataset. Energies are from the ωB97M-V functional and the def2-TZVPD basis.

Values from the calculation:
Multiplicity: 1
HOMO: -9.575 eV
LUMO energy: 0.001 Ha
Frontier orbital gap: 9.6 eV

```
170
Properties=species:S:1:pos:R:3:lowdin_charge:R:1
C 5.811 0.695 -11.552 -0.19
C 4.378 0.715 -12.124 -0.23
O 3.712 -0.525 -12.120 -0.06
O 5.992 0.745 -10.121 -0.10
H 6.353 1.571 -11.910 0.12
H 6.310 -0.221 -11.867 0.11
H 4.544 0.925 -13.181 0.12
H 3.752 1.511 -11.720 0.11
H 3.273 -0.676 -11.280 0.09
H 6.917 0.914 -9.928 0.07
C 14.746 4.264 -7.064 -0.25
C 15.954 3.439 -7.169 -0.24
O 16.122 2.696 -5.941 -0.07
O 14.700 5.263 -8.099 -0.08
H 14.708 4.847 -6.143 0.12
H 13.805 3.717 -7.000 0.11
H 16.752 4.159 -7.352 0.13
H 15.916 2.746 -8.010 0.11
H 17.041 2.432 -5.856 0.08
H 14.409 4.805 -8.891 0.02
C 8.195 8.936 -8.862 -0.18
C 7.790 10.130 -9.767 -0.24
O 6.645 10.711 -9.233 -0.05
O 8.407 9.396 -7.529 -0.09
H 9.195 8.589 -9.122 0.12
H 7.398 8.193 -8.817 0.11
H 7.674 9.794 -10.797 0.10
H 8.580 10.881 -9.794 0.13
H 5.987 10.031 -9.070 0.10
H 7.830 10.158 -7.432 0.08
C 9.504 10.594 -4.842 -0.19
C 10.535 11.735 -5.206 -0.22
O 9.944 12.184 -6.395 -0.08
O 9.873 9.274 -5.351 -0.10
H 8.465 10.768 -5.123 0.11
H 9.463 10.585 -3.753 0.10
H 11.531 11.325 -5.371 0.10
H 10.785 12.463 -4.434 0.11
H 10.306 13.017 -6.705 0.09
H 9.549 9.148 -6.246 0.02
C 4.169 5.429 -9.503 -0.22
C 4.867 4.386 -10.442 -0.19
O 5.553 3.393 -9.614 -0.10
O 2.862 4.965 -9.124 -0.07
H 4.151 6.409 -9.981 0.11
H 4.720 5.667 -8.593 0.11
H 5.422 4.864 -11.248 0.11
H 4.085 3.781 -10.901 0.10
H 5.255 2.507 -9.831 0.03
H 2.988 4.257 -8.487 0.08
C 7.531 9.727 -14.102 -0.22
C 6.615 9.468 -15.263 -0.23
O 6.076 10.717 -15.757 -0.07
O 8.929 9.459 -14.386 -0.08
H 7.171 9.167 -13.238 0.11
H 7.425 10.763 -13.781 0.13
H 5.653 9.044 -14.976 0.12
H 7.165 8.803 -15.928 0.12
H 5.456 10.436 -16.434 0.08
H 9.319 10.307 -14.161 0.05
C 12.975 9.209 -7.342 -0.23
C 14.205 8.955 -8.180 -0.21
O 14.975 10.173 -8.025 -0.06
O 12.218 10.334 -7.830 -0.09
H 13.265 9.484 -6.328 0.12
H 12.335 8.327 -7.313 0.12
H 13.980 8.672 -9.208 0.10
H 14.688 8.038 -7.843 0.11
H 14.231 10.772 -7.926 0.05
H 11.348 10.446 -7.441 0.05
C 14.085 5.779 -12.668 -0.23
C 13.337 5.545 -11.303 -0.17
O 14.062 4.513 -10.609 -0.09
O 14.164 4.646 -13.505 -0.06
H 15.078 6.218 -12.572 0.12
H 13.661 6.619 -13.217 0.09
H 12.276 5.311 -11.392 0.10
H 13.328 6.381 -10.604 0.11
H 14.104 3.775 -11.221 0.09
H 13.247 4.483 -13.736 0.03
C 6.636 -3.540 -11.939 -0.23
C 8.150 -3.615 -11.499 -0.23
O 8.494 -4.550 -10.476 -0.06
O 6.171 -4.771 -12.456 -0.07
H 6.437 -2.790 -12.705 0.12
H 6.225 -3.451 -10.933 0.11
H 8.500 -2.649 -11.133 0.09
H 8.701 -3.732 -12.432 0.12
H 7.964 -4.313 -9.711 0.08
H 5.217 -4.700 -12.535 0.08
C 13.827 -1.195 -8.950 -0.18
C 14.691 0.155 -9.066 -0.18
O 13.871 1.256 -9.513 -0.08
O 13.414 -1.581 -10.279 -0.10
H 12.834 -1.012 -8.540 0.09
H 14.362 -1.961 -8.389 0.11
H 15.465 0.079 -9.830 0.12
H 15.166 0.199 -8.085 0.10
H 13.091 1.431 -8.981 0.07
H 12.544 -1.976 -10.188 0.01
C 9.567 5.101 -5.521 -0.20
C 9.439 4.402 -4.162 -0.24
O 10.704 3.903 -3.730 -0.06
O 10.302 4.249 -6.484 -0.08
H 10.087 6.056 -5.443 0.11
H 8.581 5.491 -5.773 0.12
H 8.753 3.559 -4.245 0.10
H 9.066 5.277 -3.630 0.12
H 10.668 4.089 -2.789 0.09
H 10.993 3.964 -5.881 0.05
C 9.950 -0.442 -8.978 -0.16
C 10.085 -1.966 -8.866 -0.20
O 10.987 -2.606 -9.799 -0.09
O 9.644 -0.150 -10.382 -0.08
H 10.917 -0.110 -8.600 0.10
H 9.088 -0.167 -8.370 0.12
H 9.095 -2.412 -8.965 0.10
H 10.522 -2.283 -7.920 0.12
H 10.660 -3.380 -10.263 0.09
H 10.355 -0.582 -10.861 0.03
C 10.278 4.084 -13.765 -0.13
C 9.466 5.261 -14.269 -0.25
O 9.001 5.150 -15.590 -0.06
O 11.579 4.016 -14.503 -0.11
H 9.884 3.109 -14.052 0.12
H 10.490 4.218 -12.704 0.10
H 10.029 6.179 -14.437 0.11
H 8.656 5.502 -13.582 0.11
H 8.796 6.050 -15.857 0.08
H 11.430 4.046 -15.451 0.09
C 12.096 0.626 -13.111 -0.18
C 11.020 -0.515 -13.199 -0.18
O 11.216 -1.728 -12.418 -0.09
O 13.424 0.103 -12.924 -0.09
H 12.025 1.239 -12.212 0.11
H 12.150 1.361 -13.913 0.11
H 10.813 -0.772 -14.238 0.11
H 10.110 -0.136 -12.733 0.09
H 12.044 -2.116 -12.711 0.09
H 13.630 -0.178 -12.029 0.04
C 6.112 0.971 -5.077 -0.24
C 5.433 -0.035 -4.184 -0.26
O 4.585 0.562 -3.195 -0.06
O 6.633 2.002 -4.266 -0.07
H 5.221 1.419 -5.516 0.11
H 6.766 0.627 -5.878 0.13
H 6.186 -0.490 -3.541 0.12
H 5.020 -0.775 -4.871 0.12
H 4.343 -0.088 -2.532 0.09
H 6.002 2.293 -3.604 0.08
C 8.927 5.223 -9.793 -0.15
C 9.224 3.752 -9.423 -0.25
O 8.944 2.879 -10.482 -0.07
O 7.570 5.605 -9.355 -0.11
H 8.931 5.490 -10.850 0.10
H 9.595 5.915 -9.279 0.11
H 8.833 3.496 -8.438 0.11
H 10.293 3.582 -9.294 0.11
H 9.292 2.057 -10.129 0.04
H 6.946 4.909 -9.571 0.02
C 11.902 10.602 -12.417 -0.23
C 11.428 9.153 -12.074 -0.20
O 11.585 8.213 -13.130 -0.09
O 10.929 11.358 -13.076 -0.07
H 12.703 10.434 -13.137 0.12
H 12.189 11.089 -11.485 0.12
H 10.350 9.289 -11.991 0.11
H 12.079 8.757 -11.295 0.11
H 10.983 8.384 -13.857 0.05
H 11.294 12.229 -13.251 0.10
```


2.
Here is C18H17Cl3N6 in the gas phase from the Open Molecules 2025 dataset. Energies are from the ωB97M-V functional and the def2-TZVPD basis.

Values from the calculation:
Multiplicity: 1
SMILES: Nc1nc(Cl)cc(N2CCC(c3cc(-c4ccc(Cl)cc4Cl)n[nH]3)CC2)n1
HOMO: -8.640 eV
LUMO energy: 0.008 Ha
Frontier orbital gap: 8.9 eV

```
44
Properties=species:S:1:pos:R:3:nbo_charge:R:1
N 5.876 2.364 -1.393 -0.71
C 5.623 1.355 -0.644 0.56
N 4.609 0.688 -1.030 -0.60
C 4.108 -0.397 -0.188 0.49
N 3.072 -1.341 -0.745 -0.44
C 2.261 -2.162 0.306 -0.22
H 2.831 -2.507 1.272 0.24
C 0.989 -1.406 0.603 -0.43
H 0.399 -2.101 1.254 0.23
H 1.288 -0.593 1.317 0.19
C 0.109 -0.821 -0.474 -0.25
C -1.208 -0.265 -0.179 0.15
C -2.393 -0.921 -0.367 -0.26
C -3.163 0.365 0.392 0.21
N -2.392 1.194 0.732 -0.27
N -1.215 0.778 0.726 -0.35
H -0.332 1.209 0.966 0.41
C -4.666 0.381 0.527 -0.12
C -5.430 -0.519 0.431 -0.06
C -6.930 -0.360 0.685 -0.20
C -7.427 0.886 0.509 -0.15
C -6.625 2.063 0.731 -0.24
C -5.156 1.844 0.556 -0.08
H -4.515 2.600 0.657 0.20
H -6.890 3.146 0.372 0.24
Cl -8.998 1.184 0.672 0.08
H -7.570 -1.428 0.603 0.25
Cl -4.963 -2.105 0.490 0.04
H -2.846 -1.642 -0.660 0.19
C 1.034 -0.153 -1.339 -0.39
H 0.445 0.234 -2.362 0.20
C 2.278 -0.835 -1.912 -0.24
H 2.967 -0.111 -2.365 0.27
H 2.078 -1.854 -2.368 0.21
H 1.205 0.755 -0.896 0.20
H -0.057 -1.725 -1.009 0.20
H 2.114 -2.963 -0.507 0.21
C 4.706 -0.517 1.343 -0.42
C 5.735 0.368 1.340 0.34
N 6.041 1.398 0.596 -0.56
Cl 6.708 0.117 2.962 -0.14
H 4.299 -1.213 2.037 0.25
H 5.363 2.310 -2.383 0.40
H 6.640 2.698 -1.259 0.36
```


3.
Here is a 4-piece molecular cluster, C4H12N4O8 overall from the Open Molecules 2025 dataset. Energies are from the ωB97M-V functional and the def2-TZVPD basis.

Values from the calculation:
Multiplicity: 2
<S²>: 0.7643
HOMO (alpha / beta): -12.994 / -12.993 eV
LUMO energy (alpha / beta): -0.289 / -0.392 Ha
Net charge: +1
Frontier orbital gap (alpha / beta): 5.1 / 2.3 eV

```
28
Properties=species:S:1:pos:R:3:lowdin_spin:R:1
C -0.802 4.867 -0.787 0.00
N -0.927 4.373 -2.179 0.00
O -0.459 3.255 -2.431 0.00
O -1.608 5.033 -2.954 0.00
H -1.542 4.218 -0.317 0.00
H -1.044 5.929 -0.736 0.00
H 0.250 4.743 -0.528 0.00
C 0.406 -1.958 -2.407 0.00
N 1.275 -2.888 -3.184 0.00
O 1.511 -2.690 -4.318 0.00
O 1.615 -3.888 -2.577 0.00
H 0.426 -2.228 -1.352 0.00
H -0.538 -2.007 -2.949 0.00
H 0.889 -0.982 -2.468 0.00
C 0.105 1.838 1.284 0.00
N -0.184 0.467 0.832 0.00
O 0.068 -0.580 1.456 0.02
O -0.608 0.409 -0.302 0.00
H 1.060 1.848 1.810 0.00
H -0.753 2.209 1.843 0.00
H 0.194 2.427 0.371 0.00
C 0.535 -3.827 2.814 0.04
N -0.450 -3.031 3.601 0.05
O -0.158 -2.522 4.727 -0.03
O -1.562 -2.901 2.951 0.90
H 0.186 -4.836 2.597 0.00
H 1.478 -3.977 3.340 0.01
H 0.637 -3.303 1.863 0.00
```


4.
Here is C5H5EuO as an isolated structure from the Open Molecules 2025 dataset. Energies are from the ωB97M-V functional and the def2-TZVPD basis.

Values from the calculation:
Multiplicity: 9
<S²>: 20.0372
HOMO (alpha / beta): -14.314 / -14.675 eV
LUMO energy (alpha / beta): -0.366 / -0.358 Ha
Net charge: +2
Frontier orbital gap (alpha / beta): 4.4 / 4.9 eV

```
12
Properties=species:S:1:pos:R:3:lowdin_spin:R:1
C -0.961 2.159 0.279 0.03
C -1.524 1.624 -0.829 0.02
H -1.541 2.308 1.193 0.00
H 0.078 2.492 0.280 0.00
H -0.955 1.512 -1.754 0.00
H -2.574 1.325 -0.843 0.00
C -0.478 -0.683 0.574 0.26
C 0.642 -1.152 0.262 0.04
H -1.398 -0.795 1.132 0.01
C 1.719 -1.847 -0.128 0.43
O 2.444 -2.764 0.164 0.18
Eu 4.548 -4.178 -0.330 7.03
```


5.
Here is a 7-piece molecular cluster, C34H73BF2N9O4S2 overall from the Open Molecules 2025 dataset. Energies are from the ωB97M-V functional and the def2-TZVPD basis.

Values from the calculation:
Multiplicity: 1
HOMO: -12.101 eV
LUMO energy: -0.202 Ha
Net charge: +3
Frontier orbital gap: 6.6 eV

```
125
Properties=species:S:1:pos:R:3:lowdin_charge:R:1
B 7.806 11.270 -14.273 -0.48
H 8.043 11.571 -15.282 -0.13
H 7.474 10.244 -14.232 -0.13
H 8.678 11.426 -13.657 -0.12
H 6.951 11.791 -13.872 -0.13
C 6.708 21.796 -13.652 -0.02
C 7.297 21.312 -12.219 -0.13
N 7.117 19.886 -12.051 -0.06
C 7.874 18.933 -12.705 -0.01
C 7.436 17.688 -12.375 -0.03
N 6.412 17.830 -11.522 -0.09
C 6.285 19.178 -11.187 0.07
C 5.516 16.760 -11.008 0.03
H 7.153 21.181 -14.434 0.07
H 6.711 22.880 -13.757 0.08
H 5.649 21.545 -13.716 0.07
H 6.811 21.813 -11.382 0.12
H 8.365 21.501 -12.110 0.13
H 8.601 19.169 -13.467 0.15
H 7.780 16.732 -12.743 0.15
H 5.589 19.660 -10.516 0.16
H 5.363 16.982 -9.952 0.10
H 5.934 15.756 -11.087 0.10
H 4.587 16.770 -11.578 0.10
C 13.857 9.492 -14.200 -0.04
C 12.770 9.524 -15.338 -0.15
N 13.184 10.514 -16.358 -0.07
C 14.220 10.382 -17.232 -0.02
C 14.320 11.546 -17.985 0.01
N 13.316 12.449 -17.579 -0.09
C 12.673 11.847 -16.478 0.10
C 13.178 13.779 -18.124 0.00
H 14.692 8.966 -14.663 0.07
H 13.433 8.965 -13.345 0.08
H 14.225 10.499 -14.007 0.08
H 11.815 9.796 -14.889 0.12
H 12.674 8.575 -15.865 0.13
H 14.812 9.479 -17.201 0.14
H 15.099 11.773 -18.698 0.14
H 11.845 12.302 -15.954 0.16
H 12.385 14.298 -17.585 0.11
H 12.802 13.713 -19.145 0.11
H 14.083 14.386 -18.123 0.11
C 4.206 12.924 -23.580 -0.06
C 4.524 12.770 -22.111 -0.18
N 4.915 11.454 -21.589 -0.05
C 4.169 10.309 -21.796 0.02
C 4.909 9.312 -21.169 -0.01
N 6.025 9.836 -20.524 -0.11
C 5.982 11.176 -20.712 0.06
C 6.934 9.211 -19.597 0.02
H 3.303 12.397 -23.889 0.08
H 5.030 12.424 -24.090 0.09
H 4.251 13.950 -23.944 0.10
H 3.596 12.964 -21.574 0.13
H 5.275 13.521 -21.867 0.14
H 3.270 10.342 -22.393 0.14
H 4.651 8.266 -21.106 0.13
H 6.660 11.926 -20.331 0.17
H 7.068 8.184 -19.936 0.11
H 6.361 9.267 -18.672 0.11
H 7.874 9.760 -19.558 0.11
C -0.932 8.067 -17.405 -0.08
C -0.460 9.385 -16.787 -0.22
C 0.472 9.267 -15.470 -0.07
N 1.178 10.606 -15.004 -0.20
C 2.037 10.303 -13.735 0.04
C 0.152 11.724 -14.734 -0.11
C 0.156 12.622 -15.929 -0.16
C 1.625 12.649 -16.322 -0.14
C 2.090 11.157 -16.198 -0.05
H -1.413 8.201 -18.374 0.09
H -1.479 7.400 -16.738 0.09
H -0.011 7.517 -17.598 0.07
H -1.345 9.834 -16.336 0.10
H -0.098 10.106 -17.519 0.09
H 1.253 8.605 -15.843 0.12
H -0.059 8.813 -14.633 0.13
H 1.326 10.176 -12.919 0.10
H 2.732 11.129 -13.587 0.11
H 2.548 9.353 -13.892 0.10
H 0.502 12.305 -13.881 0.13
H -0.737 11.259 -14.309 0.14
H -0.164 13.631 -15.669 0.13
H -0.492 12.243 -16.720 0.12
H 2.237 13.191 -15.601 0.12
H 1.838 13.041 -17.317 0.13
H 3.165 11.138 -16.018 0.13
H 1.878 10.715 -17.171 0.11
C 5.021 6.218 -6.041 -0.09
C 6.291 6.099 -6.861 -0.22
C 6.012 5.931 -8.432 -0.09
N 7.285 5.927 -9.318 -0.24
C 7.981 7.323 -9.382 0.05
C 8.272 4.904 -8.884 -0.12
C 9.023 4.307 -10.131 -0.10
C 8.251 4.951 -11.299 -0.15
C 6.910 5.434 -10.747 -0.08
H 4.599 7.186 -6.313 0.08
H 5.317 6.167 -4.994 0.09
H 4.316 5.411 -6.244 0.08
H 6.923 5.262 -6.563 0.10
H 6.852 7.019 -6.695 0.11
H 5.401 6.766 -8.776 0.12
H 5.391 5.072 -8.684 0.13
H 8.606 7.466 -10.264 0.10
H 8.667 7.473 -8.548 0.11
H 7.226 8.104 -9.470 0.11
H 8.947 5.330 -8.142 0.13
H 7.673 4.100 -8.455 0.13
H 10.042 4.685 -10.047 0.11
H 9.061 3.218 -10.120 0.12
H 8.716 5.856 -11.689 0.11
H 8.099 4.228 -12.100 0.12
H 6.523 6.265 -11.336 0.14
H 6.212 4.603 -10.640 0.13
N 8.446 16.280 -20.161 -0.31
S 7.765 17.209 -18.936 0.54
O 6.346 16.978 -18.738 -0.31
O 8.314 18.522 -18.689 -0.29
F 8.380 16.423 -17.705 -0.22
S 8.595 17.330 -21.212 0.42
O 9.769 18.246 -21.158 -0.32
O 7.323 17.853 -21.658 -0.30
F 9.071 16.338 -22.366 -0.21
```


6.
Here is C5H14BF5NO4PTa as an isolated structure from the Open Molecules 2025 dataset. Energies are from the ωB97M-V functional and the def2-TZVPD basis.

Values from the calculation:
Multiplicity: 1
HOMO: -5.366 eV
LUMO energy: 0.054 Ha
Net charge: -1
Frontier orbital gap: 6.8 eV

```
32
Properties=species:S:1:pos:R:3:nbo_charge:R:1
N 1.486 -2.834 -1.610 -1.12
B 0.039 -2.484 -2.002 0.37
O -0.754 -3.333 -2.957 -0.94
Ta -0.924 -0.611 -1.030 1.91
C 0.855 0.798 -1.687 -1.00
C 1.736 1.211 -0.362 -0.42
C 0.933 2.109 0.750 -0.48
C 1.947 2.560 2.001 0.65
F 2.789 1.381 2.384 -0.35
F 2.728 3.756 1.610 -0.34
C 0.930 2.819 3.293 0.93
F 1.541 3.702 4.339 -0.35
F -0.340 3.524 2.883 -0.34
F 0.562 1.525 3.976 -0.32
P -2.849 -1.951 0.077 1.59
O -2.668 -1.835 1.675 -1.05
O -4.453 -1.257 -0.234 -0.98
O -2.762 -3.661 -0.280 -1.01
H 1.571 -2.475 -0.614 0.40
H 1.642 -3.865 -1.653 0.37
H -1.613 -2.850 -3.186 0.50
H -1.864 -0.296 -2.589 -0.49
H -1.723 0.942 -0.326 -0.49
H 0.043 -0.863 0.567 -0.47
H 0.456 1.756 -2.273 0.23
H 1.570 0.168 -2.397 0.24
H 2.638 1.890 -0.748 0.19
H 2.199 0.264 0.156 0.23
H 0.508 3.050 0.194 0.24
H 0.027 1.575 1.265 0.27
H -4.441 -0.722 -1.082 0.49
H -1.810 -3.996 -0.137 0.50
```


7.
Here is a 2-piece molecular cluster, CH3ClN3S overall from the Open Molecules 2025 dataset. Energies are from the ωB97M-V functional and the def2-TZVPD basis.

Values from the calculation:
Multiplicity: 1
HOMO: -14.216 eV
LUMO energy: -0.156 Ha
Net charge: +1
Frontier orbital gap: 10.0 eV

```
9
Properties=species:S:1:pos:R:3:nbo_charge:R:1
C -1.357 1.344 0.447 0.32
N 1.917 -0.764 -1.290 -0.23
N -1.011 0.692 -0.416 -0.41
N 0.850 -1.283 -1.133 -0.19
S -1.924 2.354 1.616 0.32
Cl 0.529 -2.948 -1.081 0.15
H -0.393 -0.051 -0.766 0.47
H 2.759 -1.319 -1.548 0.35
H -2.761 1.246 1.670 0.22
```


8.
Here is an isolated ion of composition C6H16NS and charge +1 from the Open Molecules 2025 dataset. Energies are from the ωB97M-V functional and the def2-TZVPD basis.

Values from the calculation:
Multiplicity: 1
SMILES: CC[C@@H](S)[N+](C)(C)C
HOMO: -13.496 eV
LUMO energy: -0.097 Ha
Net charge: +1
Frontier orbital gap: 10.9 eV

```
24
Properties=species:S:1:pos:R:3:nbo_charge:R:1
C 2.659 1.369 -0.112 -0.59
C -0.712 -1.898 -0.299 -0.40
C -1.068 -0.221 1.558 -0.43
C -2.292 0.022 -0.392 -0.40
C 1.509 0.322 0.272 -0.48
C 0.164 0.543 -0.326 -0.16
N -0.929 -0.454 0.144 -0.23
S 0.212 0.529 -2.140 0.00
H 2.799 1.571 -1.222 0.21
H 3.582 1.006 0.167 0.24
H 2.386 2.348 0.113 0.22
H 0.060 -1.828 -1.121 0.25
H -0.338 -2.399 0.518 0.22
H -1.602 -2.334 -0.683 0.24
H -1.022 0.784 1.814 0.23
H -1.955 -0.674 1.967 0.24
H -0.305 -0.835 2.124 0.24
H -2.571 0.902 0.130 0.23
H -2.273 0.136 -1.531 0.25
H -3.000 -0.756 -0.132 0.23
H 1.404 0.673 1.361 0.23
H 1.971 -0.670 0.264 0.24
H -0.182 1.632 -0.138 0.26
H 1.503 0.232 -2.338 0.16
```